C43H63AsN2OPSSi2Tl as an isolated structure at a distorted geometry. Source: the Open Molecules 2025 dataset; level of theory: wB97M-V/def2-TZVPD.

The geometry in ORCA input format:
```
! wB97M-V def2-TZVPD RIJCOSX def2/J DEFGRID3
* xyz 2 1
Tl 1.79 -0.43 0.23
C 4.98 -2.59 -3.60
C 3.76 -2.75 -4.51
C 2.47 -3.02 -3.73
S 1.54 -1.64 -3.03
O 2.37 -1.22 -1.78
C 1.77 -0.35 -4.26
C 2.98 0.55 -4.04
C 3.07 1.60 -5.15
H 5.87 -2.40 -4.19
H 5.15 -3.49 -3.02
H 4.85 -1.76 -2.91
H 3.91 -3.61 -5.16
H 3.65 -1.89 -5.16
H 2.67 -3.66 -2.86
H 1.72 -3.52 -4.34
H 0.84 0.23 -4.23
H 1.81 -0.86 -5.22
H 3.89 -0.03 -4.01
H 2.88 1.04 -3.06
H 3.21 1.13 -6.12
H 3.91 2.26 -4.97
H 2.16 2.20 -5.20
C -2.25 1.18 0.54
C -2.18 2.70 0.60
As -3.76 3.58 1.43
C -3.79 2.60 3.12
C -4.97 2.14 3.69
C -4.96 1.54 4.94
C -3.78 1.41 5.64
C -2.60 1.90 5.10
C -2.61 2.50 3.85
C -5.12 2.65 0.38
C -5.53 1.32 0.58
C -6.45 0.74 -0.27
C -6.99 1.47 -1.32
C -6.62 2.79 -1.51
C -5.69 3.37 -0.66
P -0.89 0.40 -0.43
C -0.90 1.36 -1.96
C 0.20 2.17 -2.24
C 0.19 3.04 -3.32
C -0.92 3.09 -4.15
C -2.01 2.26 -3.90
C -2.01 1.41 -2.80
C -1.68 -1.20 -0.83
C -2.17 -1.96 0.24
C -2.73 -3.20 0.03
C -2.81 -3.72 -1.26
C -2.32 -2.99 -2.33
C -1.76 -1.73 -2.12
H -3.16 0.85 0.03
H -2.25 0.76 1.55
H -2.14 3.13 -0.41
H -1.30 3.05 1.14
H -5.91 2.26 3.16
H -5.89 1.18 5.37
H -3.78 0.95 6.62
H -1.67 1.83 5.66
H -1.69 2.92 3.46
H -5.13 0.75 1.41
H -6.76 -0.29 -0.11
H -7.72 1.01 -1.98
H -7.06 3.37 -2.31
H -5.41 4.41 -0.81
H 1.07 2.14 -1.58
H 1.04 3.69 -3.50
H -0.94 3.77 -4.99
H -2.88 2.30 -4.54
H -2.88 0.80 -2.60
H -2.13 -1.56 1.25
H -3.13 -3.77 0.86
H -3.26 -4.69 -1.43
H -2.39 -3.38 -3.33
H -1.40 -1.16 -2.96
C -0.28 -5.39 2.74
N 0.28 -4.46 1.76
C 0.88 -4.79 0.58
C 1.30 -3.63 0.03
N 0.96 -2.58 0.86
C 0.35 -3.13 1.90
H -0.56 -6.31 2.23
H -1.17 -4.96 3.20
H 0.45 -5.62 3.51
H 0.95 -5.81 0.24
H 1.83 -3.47 -0.89
H -0.04 -2.61 2.75
C 4.30 2.13 -0.32
Si 4.32 1.30 1.34
C 4.94 2.42 2.69
C 5.20 -0.34 1.31
C 2.49 1.01 1.83
Si 1.80 0.26 3.44
C 2.10 1.52 4.77
C 2.67 -1.35 3.80
C -0.04 0.03 3.18
H 5.32 2.36 -0.66
H 3.75 3.07 -0.29
H 3.84 1.50 -1.09
H 5.94 2.79 2.44
H 5.02 1.89 3.64
H 4.29 3.28 2.83
H 6.22 -0.22 0.93
H 4.69 -1.06 0.67
H 5.28 -0.77 2.31
H 1.81 1.76 1.40
H 3.16 1.61 5.01
H 1.58 1.21 5.68
H 1.73 2.51 4.49
H 3.71 -1.18 4.07
H 2.65 -2.04 2.95
H 2.20 -1.86 4.65
H -0.51 1.00 2.98
H -0.52 -0.38 4.07
H -0.26 -0.63 2.35
*
```

## Properties
Calculated total energy = -152040.912 eV
ΔE to the lowest compared entry with this formula, charge and spin = 0.126 eV
Kohn-Sham gap = 6.243 eV
E_LUMO = -5.93 eV
E_HOMO = -12.170 eV

Mulliken population analysis, charges in e, atoms 1 to 2: 1.6632, -1.1332

C43H63BrN7O7RbS2 as an isolated structure. Source: the Open Molecules 2025 dataset; level of theory: wB97M-V/def2-TZVPD.

The geometry in ORCA input format:
```
! wB97M-V def2-TZVPD RIJCOSX def2/J DEFGRID3
* xyz -2 1
Rb -0.60 -0.27 0.71
C -3.27 -3.79 3.91
C -2.69 -2.53 3.31
N -3.13 -1.97 2.25
N -4.26 -2.52 1.72
C -4.43 -2.35 0.43
N -5.64 -2.86 -0.03
S -3.38 -1.68 -0.75
C -1.56 -1.87 4.03
C -1.08 -2.36 5.24
C -0.04 -1.70 5.88
C 0.49 -0.56 5.30
C -0.06 -0.14 4.09
N -1.04 -0.77 3.48
H -3.95 -4.24 3.19
H -3.83 -3.57 4.82
H -2.48 -4.50 4.16
H -6.36 -2.87 0.68
H -5.91 -2.45 -0.91
H -1.51 -3.25 5.68
H 0.34 -2.08 6.82
H 1.31 -0.01 5.74
H 0.34 0.74 3.60
O -7.33 1.92 0.80
C -6.01 1.73 1.11
C -5.01 1.71 0.15
C -3.72 1.48 0.57
N -3.36 1.31 1.84
C -4.33 1.35 2.72
Br -3.84 1.11 4.55
C -5.68 1.54 2.44
H -7.39 2.01 -0.16
H -5.22 1.83 -0.91
H -2.93 1.45 -0.17
H -6.43 1.55 3.22
C 4.84 -5.03 1.75
O 4.75 -5.20 0.35
C 3.80 -4.45 -0.30
C 3.77 -4.63 -1.70
C 2.86 -3.91 -2.42
C 1.96 -2.98 -1.84
C 1.07 -2.24 -2.69
C 0.96 -2.63 -4.16
O 0.39 -1.27 -2.33
C 1.98 -2.80 -0.40
O 1.21 -2.04 0.22
C 2.95 -3.59 0.33
H 5.66 -5.66 2.09
H 3.91 -5.32 2.25
H 5.06 -3.99 2.01
H 4.46 -5.33 -2.16
H 2.84 -4.05 -3.49
H 0.79 -3.70 -4.30
H 1.87 -2.36 -4.70
H 0.13 -2.07 -4.59
H 2.94 -3.46 1.40
O -1.75 3.86 -0.33
H -2.02 3.74 -1.26
H -0.80 3.63 -0.33
O 1.05 2.88 -0.33
H 1.25 2.64 0.63
H 1.05 2.03 -0.78
C 3.21 -0.54 2.59
C 3.99 0.76 2.40
C 4.11 1.10 0.91
C 3.45 1.89 3.25
C 4.24 2.38 4.28
C 3.81 3.41 5.12
C 2.56 3.96 4.88
C 1.73 3.52 3.86
C 0.41 4.23 3.65
C -0.83 3.33 3.67
C 0.42 5.09 2.38
C 2.16 2.46 3.00
O 1.38 2.01 2.06
H 3.66 -1.35 2.02
H 2.18 -0.43 2.25
H 3.19 -0.83 3.65
H 5.01 0.58 2.76
H 3.12 1.28 0.48
H 4.58 0.28 0.37
H 4.70 2.01 0.77
H 5.22 1.93 4.44
H 4.44 3.77 5.92
H 2.21 4.77 5.51
H 0.31 4.92 4.50
H -0.86 2.67 2.80
H -1.73 3.93 3.65
H -0.85 2.71 4.57
H 0.51 4.48 1.49
H 1.25 5.80 2.41
H -0.51 5.66 2.30
C -2.18 -1.90 -6.56
C -2.33 -0.39 -6.44
C -3.27 0.04 -5.32
C -2.73 -0.16 -3.91
N -1.46 0.52 -3.67
C -1.36 1.84 -3.45
S -2.68 2.91 -3.52
N -0.15 2.33 -3.14
C 1.14 1.65 -3.21
C 1.56 1.21 -4.61
C 2.92 0.52 -4.58
C 3.34 -0.01 -5.94
H -1.46 -2.18 -7.34
H -3.14 -2.36 -6.81
H -1.85 -2.35 -5.63
H -2.70 0.01 -7.39
H -1.35 0.08 -6.28
H -4.20 -0.54 -5.39
H -3.55 1.09 -5.44
H -2.56 -1.21 -3.68
H -3.46 0.18 -3.18
H -0.71 -0.09 -3.31
H -0.14 3.33 -2.99
H 1.14 0.77 -2.56
H 1.87 2.34 -2.80
H 1.59 2.08 -5.28
H 0.81 0.53 -5.02
H 2.88 -0.30 -3.85
H 3.67 1.22 -4.20
H 2.60 -0.72 -6.32
H 4.30 -0.51 -5.90
H 3.41 0.80 -6.67
*
```

## Properties
Calculated total energy = -162750.727 eV
Kohn-Sham gap = 6.039 eV
E_LUMO = 3.66 eV
E_HOMO = -2.384 eV

Mulliken population analysis, charges in e, atoms 1 to 2: 0.6661, -1.6645